The following is a DFT calculation (ωB97M-V/def2-TZVPD) of C24H30F3N4OOsS2 as an isolated structure.

```
65
Properties=species:S:1:pos:R:3
H 1.601 -5.416 1.412
C -3.586 5.082 -0.823
H 1.620 5.043 -0.664
C 3.647 -6.059 -1.212
C -1.240 -5.375 0.437
H 0.728 3.918 0.353
H -2.626 6.061 0.834
C 1.195 4.041 -0.627
C -2.739 5.135 0.287
H -1.345 -6.200 -0.269
C 2.922 -5.472 -2.239
H 0.426 3.966 -1.398
C 2.459 1.126 -5.099
F -3.770 7.426 -0.795
H -2.959 -1.528 6.308
S -0.314 -4.109 -0.404
H -1.401 4.023 1.531
S 1.275 -1.000 -0.858
H 0.178 -1.638 6.959
H 1.458 0.808 -5.394
F -4.481 6.384 -2.556
C -2.223 2.804 -0.065
C 1.698 0.620 -1.483
N -1.112 -1.437 5.317
C -0.253 -2.273 6.188
H -2.789 -0.161 5.182
C -3.768 3.903 -1.555
C -0.918 0.635 0.667
Os -0.125 -1.051 0.973
H -0.866 -3.049 6.641
H 4.586 -6.548 -1.432
H 3.479 1.953 -3.389
H 2.776 1.909 -5.785
H 3.100 3.142 -0.118
H 1.895 -0.306 -3.206
C 1.714 -4.850 -1.961
H -4.434 3.897 -2.407
C 1.252 -4.846 -0.647
H 2.734 3.108 -1.825
C -3.098 2.766 -1.184
C -4.370 6.320 -1.229
C -1.539 1.663 0.316
C 3.178 -6.035 0.101
H 1.806 2.523 -3.590
C -2.057 4.008 0.670
H 3.755 -6.500 0.889
N 1.991 0.599 -2.765
H 1.127 -4.399 -2.752
N -0.608 -1.172 2.939
H 0.538 -2.725 5.596
C -0.851 -1.299 4.075
C 2.470 1.663 -3.681
H -0.705 -5.694 1.328
H 3.290 -5.507 -3.255
F -5.592 6.256 -0.700
N 1.783 1.639 -0.659
H -1.934 -0.134 6.743
C 2.294 3.017 -0.841
H -2.218 -4.964 0.679
H 3.153 0.291 -5.209
O -0.132 -3.068 0.782
C 1.970 -5.434 0.393
H 1.465 1.443 0.277
C -2.283 -0.765 5.929
H -3.227 1.842 -1.729
```

Its HOMO-LUMO gap (alpha / beta) is 8.357 / 5.627 eV. As for the multiplicity: 5. The total charge is +3. For the lowest unoccupied orbital energy (alpha / beta), the calculation gives -8.615 / -11.350 eV. The HOMO energy (alpha / beta) is -0.6237 / -0.6239 Eh. Its energy above the lowest of the compared OMol25 structures with the same formula, charge and spin is 0.4 kcal per mole.